[1]
{"formula": "C10H18N3O", "method": "the ωB97M-V functional and the def2-TZVPD basis", "species": ["O", "N", "N", "N", "C", "C", "C", "C", "C", "C", "C", "C", "C", "C", "H", "H", "H", "H", "H", "H", "H", "H", "H", "H", "H", "H", "H", "H", "H", "H", "H", "H"], "xyz": [[0.899, -0.868, -2.095], [0.384, -0.695, 2.720], [2.080, 0.695, 1.793], [1.495, -1.335, 0.821], [3.473, 0.563, 2.364], [1.321, -0.461, 1.814], [-0.448, -0.587, -2.427], [-4.501, 0.635, -2.310], [-2.131, 0.975, -3.095], [-2.721, -1.138, -1.983], [3.467, 1.165, 3.784], [-0.801, 0.666, -2.977], [-1.344, -1.378, -1.797], [-3.083, 0.110, -2.412], [-0.092, 1.431, -3.272], [-5.177, -0.064, -2.931], [-4.642, 1.475, -3.032], [-2.350, 1.901, -3.555], [-4.884, 0.747, -1.277], [1.288, -1.531, -2.675], [3.753, -0.508, 2.441], [-1.113, -2.323, -1.273], [-0.253, -1.469, 2.558], [4.170, 1.052, 1.727], [3.342, 0.448, 4.556], [0.027, 0.116, 3.212], [2.163, -1.033, 0.117], [1.535, 1.460, 2.179], [2.695, 1.873, 4.112], [4.266, 1.837, 4.088], [0.688, -1.913, 0.526], [-3.506, -1.846, -1.699]], "charge": 1, "e_above_lowest_kj_mol": 239.17}

[2]
{"formula": "C10H18N3O", "method": "the ωB97M-V functional and the def2-TZVPD basis", "species": ["O", "N", "N", "N", "C", "C", "C", "C", "C", "C", "C", "C", "C", "C", "H", "H", "H", "H", "H", "H", "H", "H", "H", "H", "H", "H", "H", "H", "H", "H", "H", "H"], "xyz": [[-2.155, -1.342, -0.469], [-3.530, 0.551, -0.910], [1.260, -1.118, -0.575], [1.778, 0.859, 0.520], [-1.229, 0.855, -0.554], [-2.257, 0.027, -0.729], [-0.593, 1.866, -1.140], [1.943, -0.827, -1.815], [1.554, 2.057, 0.268], [0.973, -0.241, 0.401], [0.321, 0.183, 2.835], [0.692, -2.386, -0.534], [0.289, 2.601, -0.202], [0.306, -0.726, 1.639], [1.097, -2.973, -1.405], [-3.627, 1.423, -0.501], [2.411, -1.676, -2.184], [-2.978, -1.771, -0.362], [2.590, -0.009, -1.666], [-0.249, 2.795, 0.705], [2.195, 2.835, 0.740], [-0.592, 2.210, -2.135], [-4.319, -0.014, -0.986], [0.892, -1.680, 1.836], [1.179, -0.486, -2.527], [-0.443, -0.114, 3.563], [-0.688, -0.991, 1.470], [1.131, -2.929, 0.329], [-0.498, -2.386, -0.560], [1.335, 0.422, 3.254], [0.036, 1.153, 2.458], [0.430, 3.643, -0.523]], "charge": 1, "smiles": "CCC(/N=C\\CC=C=C(N)O)=[N+](C)C", "e_above_lowest_kj_mol": 496.09}

[3]
{"formula": "C10H18N3OP", "method": "the ωB97M-V functional and the def2-TZVPD basis", "species": ["P", "O", "N", "N", "N", "C", "C", "C", "C", "C", "C", "C", "C", "C", "C", "H", "H", "H", "H", "H", "H", "H", "H", "H", "H", "H", "H", "H", "H", "H", "H", "H", "H"], "xyz": [[1.489, -0.411, -1.114], [2.519, -1.345, -0.820], [-0.309, -1.287, -0.603], [1.526, 1.082, -0.405], [1.312, -0.060, -2.771], [-2.481, -0.687, 0.330], [3.275, 1.771, 1.263], [-3.388, 1.465, -0.067], [-1.479, 0.742, -1.296], [1.831, 1.223, 1.002], [0.050, -2.331, 1.590], [-3.488, 0.236, 0.586], [-2.490, 1.659, -1.038], [-0.245, -2.575, 0.039], [-1.384, -0.410, -0.534], [-2.402, 2.685, -1.512], [0.328, 0.093, -3.176], [3.228, 1.857, 2.396], [-0.608, 0.952, -1.893], [1.608, 0.153, 1.411], [2.135, 0.069, -3.300], [-1.127, -3.052, -0.181], [1.121, 1.803, 1.596], [-0.098, -3.245, 2.319], [3.222, 2.622, 0.611], [1.570, 1.999, -0.902], [-4.126, 2.177, 0.185], [-2.403, -1.588, 0.804], [0.581, -3.187, -0.484], [1.050, -2.006, 1.758], [-0.514, -1.487, 1.952], [-4.317, 0.089, 1.210], [4.015, 0.995, 1.044]], "charge": 0, "smiles": "CCN[P@@](N)(=O)N(CC)c1ccccc1", "e_above_lowest_kj_mol": 207.89}

[4]
{"formula": "C10H18N4O3S", "method": "the ωB97M-V functional and the def2-TZVPD basis", "species": ["S", "O", "O", "O", "N", "N", "N", "N", "C", "C", "C", "C", "C", "C", "C", "C", "C", "C", "H", "H", "H", "H", "H", "H", "H", "H", "H", "H", "H", "H", "H", "H", "H", "H", "H", "H"], "xyz": [[3.508, 2.616, 0.558], [-1.512, -2.988, 1.978], [2.289, 0.774, 2.017], [-2.702, -1.151, 2.405], [3.342, -1.110, 1.586], [-2.682, -1.955, 0.210], [3.958, -0.098, 0.855], [-3.176, -0.666, -0.164], [1.805, 3.228, 0.596], [-1.650, -2.461, -0.726], [-0.357, -0.624, -2.010], [2.373, -0.575, 2.241], [-0.280, 0.871, -1.700], [0.919, 2.745, -0.548], [-0.432, -1.544, -0.769], [0.741, 1.233, -0.614], [3.303, 0.975, 1.141], [-2.237, -2.045, 1.717], [-1.273, -0.776, -2.583], [-3.479, -2.585, 0.142], [1.690, 0.756, -0.863], [1.657, -1.040, 2.891], [0.042, 1.375, -2.613], [-2.108, -2.608, -1.701], [1.269, 3.111, -1.512], [-0.072, 3.171, -0.372], [-4.030, -0.532, 0.361], [-1.344, -3.436, -0.367], [-0.327, -1.015, 0.175], [0.455, -0.937, -2.660], [-1.245, 1.295, -1.420], [0.393, 0.841, 0.339], [0.414, -2.224, -0.825], [1.903, 4.309, 0.509], [1.349, 3.053, 1.565], [-2.503, 0.017, 0.162]], "charge": 0, "e_tot_ev": -33598.409, "smiles": "N[N@@H+](CCCCCCCSc1nnco1)C(=O)[O-]"}

[5]
{"formula": "C10H18NO2S", "method": "the ωB97M-V functional and the def2-TZVPD basis", "species": ["S", "O", "O", "N", "C", "C", "C", "C", "C", "C", "C", "C", "C", "C", "H", "H", "H", "H", "H", "H", "H", "H", "H", "H", "H", "H", "H", "H", "H", "H", "H", "H"], "xyz": [[3.021, -0.124, -0.203], [2.856, -0.493, -1.587], [4.096, -0.669, 0.536], [-1.016, -0.575, 0.291], [2.835, 1.663, -0.274], [1.503, 2.139, 0.172], [-3.071, -1.015, -0.792], [0.430, 1.339, -0.579], [-3.180, 0.368, -0.082], [1.552, -2.012, 1.148], [0.371, 0.080, 0.074], [-2.098, 0.161, 1.006], [1.479, -0.696, 0.426], [-1.630, -1.063, -1.118], [-2.869, 1.200, -0.773], [1.246, 1.931, 1.258], [2.281, -1.930, 1.862], [-4.118, 0.605, 0.580], [2.011, -2.797, 0.580], [1.507, 3.175, -0.003], [-0.955, -1.487, 0.910], [0.607, -2.212, 1.643], [3.700, 2.052, 0.299], [-3.686, -1.104, -1.674], [-1.288, -0.301, -1.898], [-1.748, 1.095, 1.436], [-1.179, -2.021, -1.380], [-0.618, 1.922, -0.562], [3.015, 1.882, -1.391], [-2.494, -0.415, 1.812], [0.636, 1.159, -1.623], [-3.195, -1.858, -0.094]], "charge": 1, "smiles": "CC1=C([NH+]2CCCC2)CCCS1(=O)=O", "e_above_lowest_kj_mol": 0.00}

[6]
{"formula": "C10H18OS4", "method": "the ωB97M-V functional and the def2-TZVPD basis", "species": ["S", "S", "S", "S", "O", "C", "C", "C", "C", "C", "C", "C", "C", "C", "C", "H", "H", "H", "H", "H", "H", "H", "H", "H", "H", "H", "H", "H", "H", "H", "H", "H", "H"], "xyz": [[0.332, 0.473, -0.965], [3.458, -1.120, -0.703], [-3.587, 0.037, 0.037], [-0.378, -2.306, 0.834], [0.827, 3.065, -0.065], [-2.107, -2.378, 0.169], [1.616, 2.342, 0.822], [-0.460, 2.758, -0.049], [2.164, -2.196, 0.246], [-2.718, -1.408, -0.737], [1.487, 0.871, 0.492], [2.888, 0.589, 0.130], [-2.357, 1.308, -0.588], [0.866, -2.605, -0.728], [-0.890, 1.356, -0.002], [-0.860, 3.054, -1.225], [3.445, 1.310, -0.311], [-2.597, -2.356, 1.245], [-0.934, 0.993, 1.069], [1.125, 0.123, 1.207], [1.250, 2.353, 1.810], [-3.738, -1.997, -0.933], [0.945, -3.753, -0.944], [-0.982, 3.448, 0.682], [-2.554, 1.444, -1.658], [2.640, 2.751, 0.749], [-2.391, -3.404, -0.341], [2.736, -3.223, 0.574], [-2.619, 2.421, -0.144], [0.472, -1.882, -1.504], [3.395, 0.826, 1.064], [-2.190, -1.058, -1.523], [1.715, -1.836, 1.289]], "charge": 0, "smiles": "C1CSC[C@H]2COC[C@@H](CSCCS1)S2", "e_above_lowest_kj_mol": 457.54}